This record from the OMol25 dataset describes a 2-piece molecular cluster, C3H8O2Si2 overall at a distorted geometry. The level of theory is the ωB97M-V functional and the def2-TZVPD basis.

Each line ends with the Löwdin charge.
Atoms and positions in Å:
Si -2.414885 -0.443751 -0.952143  0.576
Si -0.738651 1.729949 0.621703  0.581
O -1.742130 0.692807 0.058598  -0.585
O 2.574681 1.298567 -1.293281  0.100
C 2.253723 -0.280278 0.536086  -0.216
C 1.683712 -1.534515 0.399525  -0.014
C 2.103562 0.633372 -0.418528  -0.257
H 2.312213 -0.042138 1.606568  0.119
H -3.547314 -0.792180 -0.119421  -0.060
H 1.652328 -1.910103 -0.567536  0.026
H -0.225723 1.081545 1.801476  -0.081
H -2.713295 0.260725 -2.104959  -0.081
H -0.920397 3.147731 0.403271  -0.102
H -1.645858 -1.609687 -1.192465  -0.081
H 1.368040 -2.232047 1.221099  0.076

Atomic forces in eV per Å
Si -0.1303 0.8586 2.4830
Si 3.4440 0.4944 -0.0025
O -2.0597 -1.9772 -1.6436
O -1.0155 -1.4562 1.2567
C -1.6124 -3.3922 3.4733
C 0.5513 -0.5238 1.4052
C 1.2581 4.3485 -3.0066
H 0.2830 0.9685 -0.6456
H -0.7057 -0.4248 -0.1403
H -0.6081 -0.8538 -1.6676
H 0.0974 0.4581 1.0390
H -0.5688 0.7300 -1.8829
H -0.5440 0.4707 0.3102
H 0.8968 -0.8244 -0.2166
H 0.7139 1.1237 -0.7615

The calculation puts the HOMO energy (alpha / beta) at -7.13 / -6.42 eV. The calculation puts the LUMO energy (alpha / beta) at 0.07 / 0.04 eV. The value obtained for the relative energy (zero: lowest compared OMol25 entry of this formula, charge and spin) is 6.166 eV.